Entry 1:
C4H5N3 | ωB97M-V/def2-TZVPD

Electronic energy (eV): -8695.3069
LUMO (eV): -0.15
Energy relative to the best compared isomer or geometry (same formula, charge and spin) (kcal/mol): 103.9
HOMO (eV): -8.27
F_max (Eh/bohr): 0.0214

CARTESIAN COORDINATES (ANGSTROEM)
N1 2.711 -1.001 0.963
C1 1.932 -0.517 0.253
C2 0.863 0.038 -0.549
C3 -1.292 -1.232 -0.355
N2 -1.771 -0.154 0.178
C4 -1.190 0.999 0.269
N3 0.173 1.098 0.103
H1 1.135 0.239 -1.587
H2 -0.086 -0.877 -0.828
H3 -1.368 -2.115 0.295
H4 -1.741 1.889 0.554
H5 0.679 1.676 0.762

=====

Entry 2:
C5H13P | ωB97M-V/def2-TZVPD

Electronic energy (eV): -14682.8441
LUMO (eV): 0.90
Energy relative to the best compared isomer or geometry (same formula, charge and spin) (kcal/mol): 29.0
HOMO (eV): -8.85
SMILES: CPC(C)(C)C
F_max (Eh/bohr): 0.1121

CARTESIAN COORDINATES (ANGSTROEM)
C1 2.310 0.531 -0.254
P1 1.299 -0.957 0.057
C2 -0.454 -0.231 0.016
C3 -0.835 0.835 1.063
C4 -0.653 0.231 -1.469
C5 -1.339 -1.390 0.298
H1 2.271 0.906 -1.241
H2 3.411 0.469 -0.023
H3 2.132 1.457 0.400
H4 1.400 -0.972 1.618
H5 -0.837 0.408 2.002
H6 -0.047 1.711 1.088
H7 -1.737 1.099 0.701
H8 -0.003 -0.066 -2.240
H9 -0.608 1.325 -1.585
H10 -1.738 -0.126 -1.734
H11 -1.410 -2.138 -0.490
H12 -0.931 -1.913 1.086
H13 -2.229 -1.179 0.707

=====

In the order shown, the computed HOMO-LUMO gap values come out to 8.1 9.7 eV.